(1)
Molecular formula: C34H33BrF4NO2
Method: DFT, ωB97M-V/def2-TZVPD

The value obtained for the HOMO-LUMO gap is 0.246 Ha. The lowest unoccupied orbital energy is -0.1533 Eh. The value obtained for the total energy is -122284.854 eV. The HOMO energy is -10.9 eV.

Structure (ORCA input):
```
! RIJCOSX wB97M-V def2-TZVPD def2/J DEFGRID3
* xyz 1 1
C -2.00 -2.23 2.61
C -1.47 -1.26 1.53
C -1.91 0.15 1.78
O -1.92 0.66 2.86
O -2.34 0.77 0.67
C -2.98 2.02 0.89
C -4.45 1.85 1.37
C -4.92 0.43 1.38
C -5.49 -0.14 2.52
C -5.91 -1.46 2.54
C -5.74 -2.22 1.40
Br -6.24 -4.02 1.35
N -5.21 -1.67 0.30
C -4.81 -0.40 0.26
H -1.20 -2.49 3.29
H -2.35 -3.13 2.12
H -2.81 -1.76 3.16
H -1.87 -1.57 0.57
H -0.39 -1.29 1.44
H -2.45 2.65 1.59
H -2.97 2.53 -0.06
H -5.13 2.45 0.77
H -4.53 2.22 2.38
H -5.60 0.49 3.39
H -6.33 -1.88 3.44
H -5.10 -2.26 -0.52
H -4.39 0.02 -0.63
F -4.32 0.97 -2.87
C -3.91 -0.13 -3.54
C -4.75 -1.23 -3.60
C -4.34 -2.36 -4.28
C -3.09 -2.39 -4.89
C -2.26 -1.28 -4.82
C -2.67 -0.14 -4.14
H -5.72 -1.19 -3.11
H -4.99 -3.23 -4.34
H -2.77 -3.28 -5.42
H -1.29 -1.30 -5.28
H -2.04 0.74 -4.08
F 2.17 -3.36 2.34
C 2.71 -2.19 2.75
C 2.89 -1.18 1.82
C 3.44 0.02 2.24
C 3.81 0.20 3.57
C 3.62 -0.83 4.48
C 3.07 -2.04 4.07
H 2.60 -1.34 0.79
H 3.58 0.82 1.53
H 4.24 1.14 3.89
H 3.91 -0.70 5.51
H 2.91 -2.85 4.77
F 3.65 2.89 0.47
C 4.96 3.20 0.66
C 5.91 2.62 -0.15
C 7.24 2.95 0.05
C 7.60 3.84 1.05
C 6.62 4.41 1.86
C 5.29 4.09 1.66
H 5.61 1.93 -0.92
H 8.00 2.51 -0.59
H 8.64 4.09 1.20
H 6.90 5.10 2.64
H 4.51 4.53 2.27
F 1.45 -2.71 -4.05
C 1.92 -1.50 -3.69
C 2.10 -0.53 -4.66
C 2.58 0.72 -4.28
C 2.89 0.97 -2.95
C 2.72 -0.02 -2.00
C 2.23 -1.26 -2.36
H 1.85 -0.75 -5.69
H 2.72 1.49 -5.03
H 3.27 1.94 -2.66
H 2.96 0.18 -0.96
H 2.08 -2.05 -1.63
*
```

---

(2)
Molecular formula: C8H10
Method: DFT, ωB97M-V/def2-TZVPD

The value obtained for the HOMO-LUMO gap is 0.355 Ha. The lowest unoccupied orbital energy is 0.0271 Eh. The value obtained for the total energy is -8451.929 eV. The HOMO energy is -8.9 eV.

Structure (ORCA input):
```
! RIJCOSX wB97M-V def2-TZVPD def2/J DEFGRID3
* xyz 0 1
C 1.65 0.26 -1.02
C 1.64 -0.99 -1.37
C 0.84 1.56 -0.79
C -0.96 -0.33 -1.02
C 0.40 -0.73 -0.36
C -0.23 0.70 -0.18
C 0.34 -1.91 0.69
C -0.87 1.01 1.17
H 1.34 2.42 -0.25
H 0.68 2.03 -1.80
H -0.88 -0.14 -2.08
H -1.88 -0.64 -0.58
H 0.10 -2.81 0.21
H -0.35 -1.72 1.44
H 1.38 -2.09 1.18
H -1.07 0.12 1.75
H -1.85 1.55 1.11
H -0.31 1.71 1.91
*
```

---

(3)
Molecular formula: C12H19MnN2O16
Method: DFT, ωB97M-V/def2-TZVPD

The value obtained for the HOMO-LUMO gap (spin up / spin down) is 0.206 / 0.214 Ha. The lowest unoccupied orbital energy (spin up / spin down) is 0.0705 / 0.0705 Eh. The value obtained for the total energy is -79805.452 eV. The HOMO energy (spin up / spin down) is -3.7 / -3.9 eV.

Structure (ORCA input):
```
! RIJCOSX wB97M-V def2-TZVPD def2/J DEFGRID3
* xyz -1 6
Mn -0.11 -1.65 0.62
O 0.11 -2.08 2.52
H 0.71 -1.34 2.76
N 2.30 -3.70 -0.45
O 1.67 -2.74 -0.02
O 2.95 -3.38 -1.45
O 2.23 -4.85 0.04
N -1.28 -4.37 -0.55
O -1.27 -3.29 -0.10
O -1.76 -4.55 -1.62
O -0.65 -5.19 0.17
C 3.90 3.25 2.60
C 2.54 3.22 1.92
C 2.73 3.38 0.42
O 2.08 2.26 -0.15
C 1.61 1.44 0.91
O 1.01 0.34 0.87
O 1.67 2.08 2.04
H 3.90 2.92 3.64
H 4.51 4.16 2.65
H 4.60 2.61 2.07
H 1.99 4.09 2.27
H 3.74 3.16 0.09
H 2.34 4.28 -0.05
C 1.20 -1.76 -5.61
C 1.63 -1.39 -4.23
C 1.75 0.06 -3.89
O 1.08 0.23 -2.70
C 0.42 -0.88 -2.32
O -0.39 -0.83 -1.40
O 0.67 -1.89 -3.26
H 1.51 -2.80 -5.68
H 1.76 -1.32 -6.44
H 0.12 -1.80 -5.72
H 2.54 -1.91 -3.91
H 1.32 0.56 -4.75
H 2.79 0.14 -3.57
C -6.15 1.22 2.30
C -4.58 1.58 2.26
C -3.84 1.14 3.49
O -2.63 0.59 3.04
C -2.68 0.32 1.75
O -1.80 -0.21 1.13
O -3.87 0.86 1.27
H -6.87 1.82 2.86
H -6.20 0.22 2.73
H -6.64 1.24 1.33
H -4.50 2.64 2.00
H -4.39 0.26 3.85
H -3.79 1.89 4.28
*
```

---

(4)
Molecular formula: C41H47As2FeS4
Method: DFT, ωB97M-V/def2-TZVPD

The value obtained for the HOMO-LUMO gap (spin up / spin down) is 0.280 / 0.281 Ha. The lowest unoccupied orbital energy (spin up / spin down) is -0.1604 / -0.2102 Eh. The value obtained for the total energy is -242671.393 eV. The HOMO energy (spin up / spin down) is -12.0 / -13.4 eV.

Structure (ORCA input):
```
! RIJCOSX wB97M-V def2-TZVPD def2/J DEFGRID3
* xyz 2 6
Fe -0.28 1.06 0.11
C -2.62 3.73 0.01
C -3.19 2.76 1.03
S -1.99 1.75 1.95
C -1.22 2.96 3.08
C 0.27 3.21 2.84
S 0.48 3.40 1.06
C 2.25 3.55 0.77
C 2.62 3.06 -0.64
S 1.46 2.00 -1.55
C 0.53 3.12 -2.64
C -0.60 3.92 -2.01
S -1.79 2.78 -1.28
H -1.93 4.44 0.45
H -3.45 4.29 -0.44
H -3.84 2.03 0.54
H -3.81 3.29 1.76
H -1.35 2.57 4.09
H -1.79 3.88 3.00
H 0.89 2.37 3.19
H 0.57 4.12 3.36
H 2.78 2.97 1.53
H 2.54 4.60 0.88
H 3.53 2.46 -0.58
H 2.86 3.89 -1.30
H 0.13 2.45 -3.41
H 1.25 3.78 -3.13
H -1.09 4.51 -2.79
H -0.24 4.61 -1.24
C -0.14 -2.63 0.15
C -1.31 -2.52 -0.82
As -1.97 -0.67 -0.97
C -1.86 -0.29 -2.87
C -2.86 0.44 -3.51
C -2.72 0.78 -4.85
C -1.57 0.40 -5.55
C -0.58 -0.33 -4.91
C -0.73 -0.68 -3.57
C -3.85 -0.90 -0.65
C -4.67 -1.45 -1.63
C -6.01 -1.71 -1.35
C -6.52 -1.44 -0.09
C -5.70 -0.92 0.90
C -4.37 -0.65 0.62
As 1.33 -1.43 -0.32
C 2.64 -1.90 1.03
C 3.94 -1.42 0.85
C 4.93 -1.72 1.77
C 4.63 -2.49 2.88
C 3.34 -2.98 3.06
C 2.35 -2.68 2.14
C 2.13 -2.29 -1.86
C 2.49 -1.55 -2.98
C 3.11 -2.16 -4.05
C 3.38 -3.52 -4.01
C 3.04 -4.26 -2.88
C 2.43 -3.65 -1.80
H 0.23 -3.66 0.19
H -0.45 -2.36 1.16
H -2.16 -3.11 -0.46
H -1.06 -2.87 -1.82
H -3.76 0.74 -2.98
H -3.50 1.33 -5.35
H -1.47 0.66 -6.59
H 0.30 -0.64 -5.45
H 0.04 -1.28 -3.10
H -4.28 -1.67 -2.62
H -6.64 -2.12 -2.12
H -7.56 -1.64 0.12
H -6.10 -0.73 1.89
H -3.72 -0.28 1.41
H 4.19 -0.83 -0.03
H 5.94 -1.36 1.62
H 5.40 -2.73 3.60
H 3.11 -3.59 3.92
H 1.35 -3.07 2.30
H 2.29 -0.48 -3.01
H 3.40 -1.58 -4.92
H 3.87 -4.01 -4.84
H 3.27 -5.32 -2.84
H 2.21 -4.23 -0.91
C 2.73 0.62 2.58
C 1.82 0.08 3.51
C 0.52 -0.30 3.13
C -0.37 -0.84 4.03
C 0.01 -1.04 5.35
C 1.29 -0.67 5.76
C 2.18 -0.12 4.86
H 2.46 0.70 1.53
H 3.73 0.88 2.86
H 0.20 -0.18 2.10
H -1.37 -1.13 3.70
H -0.69 -1.47 6.06
H 1.59 -0.82 6.79
H 3.17 0.15 5.18
*
```